Below is a molecular structure, C23H40Cl3ErN4O3Si, with properties calculated with ωB97M-V/def2-TZVPD.

Structure (ORCA input):
```
! RIJCOSX wB97M-V def2-TZVPD def2/J DEFGRID3
* xyz 0 4
C -0.13669 4.40870 0.46766
C -1.55041 3.92679 0.54265
H -0.03083 5.34544 -0.08685
H 0.48208 3.64417 -0.03184
H 0.28000 4.54038 1.48343
C -2.65393 4.60099 0.16364
C -2.65977 5.97971 -0.42266
H -3.63331 4.14370 0.28161
H -1.65714 6.36675 -0.61546
H -3.18682 6.69506 0.22412
H -3.20429 5.98911 -1.37636
Er 0.35753 0.10554 -0.17146
Cl 0.82809 0.04532 2.31889
Cl 2.32806 1.35974 -1.09087
H 2.76621 -5.19988 -0.13844
H 4.66596 -4.07521 1.23360
C 2.74408 -4.29897 -0.75989
C 4.54587 -3.21538 0.56539
N 3.18372 -3.15383 0.02728
H 1.73234 -4.08535 -1.11508
C 2.39393 -2.10254 0.17710
O 1.25132 -1.98267 -0.36375
H 4.77583 -2.29768 1.10998
H 2.77117 -1.28851 0.81537
H 3.43308 -4.45597 -1.59605
H 5.27886 -3.35284 -0.23853
H -0.61426 3.20625 -2.22823
H -3.22826 2.93096 -2.41736
C -0.52342 2.42590 -3.00468
C -2.98524 2.20933 -3.21565
N -1.70198 1.56779 -2.97154
H 0.39123 1.85384 -2.82487
C -1.67086 0.27331 -2.65013
O -0.67198 -0.32930 -2.17313
H -3.75319 1.42878 -3.23857
H -2.61588 -0.26964 -2.83393
H -0.47857 2.93625 -3.98351
H -2.96530 2.75311 -4.17341
O -1.12238 1.68509 0.02244
C -1.62069 2.48470 1.02553
C -3.92750 1.46582 0.66241
C -2.98307 2.01175 1.52869
H -3.66850 1.36174 -0.39301
C -5.17521 1.06966 1.14853
H -0.90423 2.41054 1.86450
C -3.29861 2.15847 2.88195
H -5.89795 0.64595 0.45879
C -5.49735 1.22091 2.49699
C -4.55288 1.78078 3.35680
H -2.55071 2.60130 3.54475
H -6.47068 0.90433 2.87793
H -4.79409 1.92264 4.40773
Si 6.28709 2.64936 -2.26923
Cl 5.21561 4.43805 -2.19509
C 5.73700 1.81589 -3.85271
C 5.74713 1.86975 -0.65847
C 8.17768 2.78530 -2.31097
H 4.64120 1.82347 -3.92359
H 6.08611 0.77459 -3.89251
H 6.14895 2.35155 -4.72043
H 8.51732 3.26816 -3.23931
H 8.62286 1.77591 -2.27064
H 8.55228 3.35667 -1.44909
H 4.65006 1.83419 -0.58771
H 6.11578 2.47498 0.18203
H 6.12459 0.84422 -0.55922
N -2.76803 -2.83605 1.97450
C -3.63264 -2.54567 0.93074
C -2.95487 -1.67528 0.12000
N -1.69717 -1.43860 0.65225
C -1.61248 -2.14589 1.77116
H -2.94970 -3.45396 2.75512
H -4.61624 -2.97140 0.82376
H -3.28851 -1.19857 -0.80247
H -0.77735 -2.16653 2.45099
*
```

**Expectation value of S²**: 3.75
**DFT total energy**: -109678.6931 eV
**Frontier orbital gap (spin up / spin down)**: 8.36 / 8.37 eV
**Energy relative to the best compared isomer or geometry (same formula, charge and spin)**: 0.000 eV

Löwdin population analysis, charges in e, atoms 1 to 5: -0.04, -0.23, 0.07, 0.06, 0.10

***

Below is a molecular structure, C23H40F3N2NbO4PRbS, with properties calculated with ωB97M-V/def2-TZVPD.

Structure (ORCA input):
```
! RIJCOSX wB97M-V def2-TZVPD def2/J DEFGRID3
* xyz 0 1
C 3.84417 -1.98016 3.28372
C 3.31241 -3.10996 2.31024
C 1.70984 -3.27634 2.28713
C 0.92868 -1.87782 2.34843
O -0.26421 -2.04496 1.63639
Nb -0.62611 -0.79812 0.03449
C -1.36792 0.50750 -1.63569
C -0.34076 0.96120 -2.73874
N 0.50326 2.08364 -2.25595
C 1.82879 2.17003 -2.92407
C 2.93098 2.24278 -1.76136
C -0.19262 3.35274 -2.22791
C -1.04391 3.95352 -3.39440
O -0.09316 4.01368 -1.21287
C -1.58380 -2.57203 -1.04422
N -3.06394 -2.47398 -1.24166
C -3.63369 -3.79447 -0.84109
C 0.20828 1.07923 1.05467
C -0.43299 1.44708 2.39616
O -0.21018 0.84520 3.44616
C -1.39183 2.67786 2.55100
C -1.45563 3.34233 3.86808
C -2.38657 4.45850 4.01416
C -3.24571 4.94627 2.93275
C -3.14882 4.32134 1.61965
C -2.22060 3.20391 1.48105
C 1.43835 -1.14532 -0.88297
C 1.65722 -2.47929 -1.68318
O 3.01766 -2.92370 -1.36147
C 1.72939 -2.28208 -3.26327
F 0.51465 -2.23257 -3.87745
F 2.57474 -1.26395 -3.63342
F 2.34198 -3.43875 -3.75364
P -2.98635 -0.44012 1.13388
S -4.30288 0.45743 -0.01646
H 3.14108 -1.74089 4.12057
H 3.99374 -1.05827 2.65917
H 4.83892 -2.33327 3.67709
H 3.75043 -4.10241 2.70995
H 3.67458 -3.02390 1.25612
H 1.39648 -3.90540 3.20632
H 1.31218 -3.84762 1.37331
H 0.66956 -1.74457 3.44205
H 1.61393 -1.04052 2.08577
H -2.22272 -0.00435 -2.16998
H -1.81499 1.44539 -1.20030
H -0.94038 1.30348 -3.64050
H 0.33027 0.15120 -3.11500
H 2.03306 1.35712 -3.65890
H 1.87478 3.18617 -3.41971
H 3.85344 1.66297 -2.02673
H 3.12404 3.28570 -1.41632
H 2.47736 1.70538 -0.87891
H -1.55772 4.86762 -2.98880
H -1.86242 3.23231 -3.64963
H -0.43862 4.23080 -4.29107
H -1.40532 -3.48043 -0.38839
H -1.12108 -2.81582 -2.04081
H -3.29140 -2.37300 -2.23500
H -3.03057 -4.63849 -1.30812
H -4.68910 -3.93112 -1.18602
H -3.55394 -3.93640 0.26727
H 0.04667 1.93766 0.34472
H 1.32447 0.92324 1.11657
H -0.83930 3.01346 4.73376
H -2.44492 4.95774 5.00590
H -3.96720 5.77770 3.07467
H -3.73617 4.61618 0.72454
H -2.14728 2.71936 0.48439
H 2.18167 -1.17235 -0.02756
H 1.81317 -0.29829 -1.52397
H 1.02861 -3.35079 -1.38968
H 3.62391 -2.18300 -1.54999
H -2.89542 0.09553 2.45522
H -3.46915 -1.78828 1.31968
Rb 2.77661 -5.63040 3.40019
*
```

**DFT total energy**: -66143.2784 eV
**Frontier orbital gap**: 4.03 eV
**Energy relative to the best compared isomer or geometry (same formula, charge and spin)**: 0.000 eV

Löwdin population analysis, charges in e, atoms 1 to 5: -0.09, -0.33, -0.26, -0.35, -0.43

***

Below is C23H40N2O3 in the gas phase, with properties calculated with ωB97M-V/def2-TZVPD.

Structure (ORCA input):
```
! RIJCOSX wB97M-V def2-TZVPD def2/J DEFGRID3
* xyz 0 1
C -3.24196 1.79458 2.46674
C -1.98843 1.51180 2.78135
C -0.84479 2.44303 2.54470
O 0.21831 1.74273 1.91423
C 0.99762 2.58188 1.07417
C 2.16431 1.75805 0.55996
C 1.62286 0.71028 -0.40115
O 1.06559 1.00972 -1.44728
N 1.84232 -0.58350 -0.05621
C 1.76878 -1.19155 1.28877
C 0.80736 -2.25598 0.70995
C 1.10697 -3.72076 0.96657
C 0.11686 -4.60245 0.20569
C -1.32099 -4.20980 0.53068
N -1.53032 -2.78910 0.27963
C -2.32625 -2.40550 -0.76945
O -2.91309 -3.23639 -1.44518
C -2.55648 -0.91521 -1.00813
C -3.74602 -0.52357 -0.12373
C -2.79646 -0.63792 -2.49851
C -1.56309 -1.00283 -3.32193
C -3.15115 0.82852 -2.73418
C -0.64739 -1.94106 1.05585
C 1.14966 -1.70805 -0.69506
C 3.29384 2.60371 -0.09431
C 4.26729 1.66721 -0.81506
C 4.06246 3.33452 1.01094
C 2.74361 3.62647 -1.09122
H -4.05015 1.10824 2.68114
H -3.50361 2.72861 1.98191
H -1.74215 0.56969 3.26334
H -1.17981 3.27354 1.91326
H -0.48364 2.86733 3.49070
H 0.38855 2.94124 0.23780
H 1.35546 3.44769 1.64313
H 2.61017 1.24991 1.41957
H 2.73118 -1.59232 1.61536
H 1.35007 -0.53957 2.05595
H 2.13553 -3.94882 0.67444
H 1.02659 -3.91976 2.04195
H 0.27335 -4.49029 -0.87163
H 0.27633 -5.65513 0.44684
H -2.03311 -4.76496 -0.07183
H -1.52951 -4.40503 1.58935
H -1.68475 -0.32559 -0.71331
H -3.57459 -0.81713 0.91343
H -3.91271 0.55188 -0.13784
H -4.64917 -1.02657 -0.47524
H -3.63050 -1.26810 -2.81723
H -0.71714 -0.36590 -3.04630
H -1.28329 -2.04816 -3.18088
H -1.75630 -0.85508 -4.38593
H -2.36925 1.48138 -2.33409
H -3.23108 1.02895 -3.80386
H -4.09999 1.10806 -2.27617
H -0.81539 -2.13954 2.12266
H -0.85753 -0.88652 0.89125
H 0.31724 -1.40551 -1.32774
H 1.83238 -2.33695 -1.27127
H 3.79335 1.17964 -1.66811
H 5.12412 2.23396 -1.18440
H 4.63990 0.89196 -0.14058
H 3.42654 4.02169 1.57107
H 4.50394 2.62643 1.71627
H 4.87252 3.92164 0.57381
H 2.12364 4.37651 -0.59483
H 3.57364 4.15301 -1.56754
H 2.14772 3.14080 -1.86227
*
```

**DFT total energy**: -33623.1778 eV
**SMILES**: C=CCOC[C@@H](C(=O)N1CC2(CCCN(C(=O)[C@H](C)C(C)C)C2)C1)C(C)(C)C
**Frontier orbital gap**: 9.67 eV
**Energy relative to the best compared isomer or geometry (same formula, charge and spin)**: 1.825 eV

Löwdin population analysis, charges in e, atoms 1 to 5: 0.00, -0.15, -0.22, -0.14, -0.17